The following is a DFT calculation (the ωB97M-V functional and the def2-TZVPD basis) of 2 unconnected molecules or ions with the total composition C2H4ClIS in a non-equilibrium geometry.

Geometry as XYZ:
```
9
Properties=species:S:1:pos:R:3:mulliken_charge:R:1
C 1.07 0.04 0.36 -0.6612
C -1.48 -0.11 0.48 -0.8259
S 1.58 1.37 -0.59 0.1072
Cl 1.81 0.52 -2.41 -0.1327
I -2.03 -1.62 -0.85 0.0638
H 1.15 0.20 1.42 0.3326
H 1.24 -0.94 -0.03 0.4007
H -1.70 0.88 0.13 0.3418
H -1.65 -0.34 1.51 0.3737
```

Energy relative to the best compared isomer or geometry (same formula, charge and spin) = 3.281 eV
Max |F| = 1.86 eV/A
HOMO (alpha / beta) = -7.71 / -7.99 eV
Frontier orbital gap (alpha / beta) = 7.59 / 7.95 eV
Total charge = 0

The following is a DFT calculation (the ωB97M-V functional and the def2-TZVPD basis) of C7H8O in the gas phase in a non-equilibrium geometry.

Geometry as XYZ:
```
16
Properties=species:S:1:pos:R:3:mulliken_charge:R:1
C 1.82 -0.06 -2.78 -0.1846
C 1.33 0.43 -1.74 -0.8985
C 0.37 0.28 -0.60 1.0362
C 0.15 -1.23 0.29 -0.6070
C -1.04 -0.67 1.17 -0.5838
C -1.29 0.70 0.56 -0.3269
C 0.24 1.31 0.72 -0.8612
O -1.11 0.46 -0.93 -0.4639
H 2.66 -0.22 -3.58 0.3101
H 1.05 -1.65 0.78 0.3310
H -0.52 -2.13 -0.10 0.2568
H -2.03 -1.25 1.08 0.3134
H -0.75 -0.44 2.24 0.2532
H -2.07 1.14 0.96 0.7027
H 0.90 1.10 1.56 0.2696
H 0.30 2.21 0.36 0.4529
```

SMILES = C#C[C@@]12CC[C@@H](C1)O2
Energy relative to the best compared isomer or geometry (same formula, charge and spin) = 6.660 eV
Max |F| = 8.47 eV/A
HOMO = -9.53 eV
Frontier orbital gap = 10.37 eV
Total charge = 0

| no. | calculated total energy (hartree) |
| --- | --- |
| 1 | -1234.5487 |
| 2 | -346.5307 |